ORCA calculation (the ωB97M-V functional and the def2-TZVPD basis) on a molecular structure, C38H47N4O3PrS3Se2 at a distorted geometry.

Each line ends with the Mulliken spin population.
Cartesian coordinates (Å):
Pr: -11.49858 17.81813 -6.23437  2.027
Se: -9.99466 21.14044 -10.68399  0.000
Se: -9.99646 16.86582 -8.53619  -0.011
S: -10.63412 15.82910 -4.29639  -0.003
S: -13.93603 17.71402 -7.76528  -0.005
S: -14.99215 19.76356 -9.67450  0.000
O: -10.17350 19.30781 -13.34284  0.000
O: -12.70250 18.21095 -3.92498  -0.001
O: -7.86682 16.81805 -10.96832  0.000
N: -10.21750 19.63980 -5.42317  0.003
N: -13.29257 20.35142 -7.90051  -0.001
N: -12.28797 20.11497 -6.98040  -0.004
N: -10.40527 24.90405 -7.42673  0.000
C: -6.82327 22.28357 -7.77147  0.000
C: -9.05345 17.06705 -11.67068  0.000
C: -7.29172 21.00375 -7.88378  0.000
C: -11.56503 24.31051 -8.07335  0.000
C: -12.13949 18.43997 0.79509  0.000
C: -15.20608 18.21995 -10.57032  0.000
C: -11.67386 21.16160 -6.60195  -0.005
C: -10.90549 17.76320 -10.04892  0.000
C: -10.47713 11.57244 -6.00942  0.000
C: -13.42237 17.19955 -1.33267  0.001
C: -8.83828 20.41094 -3.58911  0.000
C: -9.30095 19.44597 -4.46508  0.000
C: -9.28286 21.62556 -6.65553  0.001
C: -9.35862 13.58239 -5.23035  0.000
C: -7.65441 23.27123 -7.28720  0.000
C: -12.33216 18.81308 -2.92508  -0.002
C: -13.94212 19.35835 -8.35289  0.000
C: -12.81668 17.29841 1.01658  0.000
C: -9.93474 18.21199 -11.19471  0.000
C: -10.97840 20.06800 -0.60860  0.000
C: -11.70860 12.23280 -5.88098  0.000
C: -9.27317 12.24264 -5.68434  0.000
C: -14.23846 16.53942 -2.41860  -0.001
C: -13.50393 16.68105 -0.04129  0.000
C: -9.02999 19.39794 -10.73755  0.000
C: -9.74077 21.51372 -3.51251  0.000
C: -11.70813 13.51757 -5.34446  0.000
C: -12.60925 18.35081 -1.55446  0.001
C: -8.87534 22.98455 -6.73648  0.000
C: -12.90779 16.78883 2.40997  0.000
C: -10.62369 21.82899 -4.47457  0.001
C: -9.44769 25.32970 -8.45624  0.000
C: -10.43511 21.05244 -5.79432  0.002
C: -10.54128 14.23457 -5.04035  -0.001
C: -10.87115 18.60071 -12.32271  0.000
C: -9.73346 24.19312 -6.33886  0.000
C: -8.52117 20.68371 -7.26207  -0.004
C: -11.95118 18.95369 -0.47424  0.000
H: -8.65222 25.86653 -7.95367  0.000
H: -8.86218 19.65436 -7.30452  0.002
H: -12.33785 24.01820 -7.38177  0.000
H: -11.63048 19.28775 -11.92203  0.000
H: -12.02290 22.12216 -6.94786  -0.002
H: -10.11806 19.78417 -1.27489  0.000
H: -9.07379 24.87522 -5.80300  0.000
H: -10.44534 10.56500 -6.36592  0.000
H: -12.00614 17.06900 2.95546  0.000
H: -13.00308 15.68745 2.39891  0.000
H: -9.86091 26.03733 -9.16983  0.000
H: -12.57249 11.66657 -6.22022  0.000
H: -11.70617 17.06666 -10.38110  0.000
H: -11.29045 17.69019 -12.73077  0.000
H: -9.01122 18.42400 -4.25293  0.000
H: -8.31267 11.75555 -5.78280  0.000
H: -9.66365 16.13239 -11.66665  0.000
H: -8.64962 17.26591 -12.68156  0.000
H: -6.76604 20.20793 -8.40514  0.000
H: -10.47714 20.26642 0.34990  0.000
H: -8.21563 19.47610 -11.39792  0.000
H: -11.34932 22.61252 -4.30541  0.000
H: -11.42209 18.62463 -9.72647  0.000
H: -7.99993 20.22312 -2.93688  0.000
H: -15.03969 15.94097 -1.97466  0.000
H: -13.80708 17.17285 2.86290  0.000
H: -7.31145 24.32729 -7.36796  0.000
H: -14.10065 15.74630 0.14599  0.000
H: -9.00308 24.52559 -9.06324  0.000
H: -9.94440 20.19342 -12.96058  0.000
H: -8.08301 16.76899 -10.01333  0.000
H: -11.36553 20.98862 -1.01777  0.000
H: -12.70734 14.03066 -5.24482  0.000
H: -8.44843 14.09736 -4.93188  0.000
H: -11.37673 23.48317 -8.77798  0.000
H: -14.65674 17.27609 -3.10042  0.000
H: -10.52291 23.87117 -5.67523  0.000
H: -15.60910 18.54056 -11.52182  0.000
H: -11.74964 19.79482 -3.07600  0.002
H: -13.58200 15.92031 -3.03357  0.000
H: -14.28590 17.74070 -10.85834  0.000
H: -11.95089 25.15806 -8.75902  0.000
H: -9.76047 22.12236 -2.58437  0.000
H: -15.85859 17.46513 -10.11744  0.000
H: -5.82771 22.51737 -8.12140  0.000
H: -8.54134 19.21412 -9.78307  0.000
H: -11.59944 18.86517 1.63390  0.000

Summary:
orbital gap (alpha / beta) = 4.3440 / 4.3426 eV
⟨S²⟩ = 2.002
HOMO energy (alpha / beta) = -0.96 / -0.96 eV
spin multiplicity = 3
lowest unoccupied orbital energy (alpha / beta) = 3.388 / 3.387 eV
strongest force on any atom = 2.37 eV Å⁻¹
net charge = -2

---

ORCA calculation (the ωB97M-V functional and the def2-TZVPD basis) on a molecular structure, C38H48AsN4NaO3.

Each line ends with the Löwdin charge.
Cartesian coordinates (Å):
As: -1.82913 2.31789 -1.77652  1.100
Na: 0.21405 -0.13688 -0.66135  0.185
O: 0.45676 1.90241 0.32484  -0.023
O: 1.72153 -1.99194 -4.09541  -0.035
O: 2.84868 -2.37447 2.64703  -0.023
N: 1.76966 -1.93573 -0.54330  0.163
N: 1.80771 -0.16540 -2.63810  0.107
N: 0.87121 -1.32247 2.14439  0.074
N: -2.02932 -1.56332 -1.00748  -0.259
C: 0.48523 2.00926 -5.36438  -0.089
C: 1.38023 2.05021 1.10711  -0.447
C: -0.85519 0.80920 5.54539  -0.185
C: -0.50031 -1.11315 1.50129  -0.145
C: -1.17318 -2.42897 1.20056  -0.209
C: 0.53065 0.86160 5.25533  -0.157
C: 0.56056 0.94466 -4.46960  -0.215
C: 1.23108 0.10400 4.26359  -0.283
C: -2.73226 3.03936 -0.19587  -0.320
C: -3.19214 2.84760 -3.10576  -0.338
C: 2.66563 1.29571 0.92982  0.010
C: -3.14049 -0.92390 -0.32969  -0.100
C: 1.94305 -2.40653 -1.78083  -0.180
C: 2.61203 2.81669 -4.64540  -0.087
C: -1.14541 -3.33299 3.52718  -0.091
C: 2.29307 -4.07387 0.35648  -0.011
C: -0.87819 -0.31845 2.79056  -0.154
C: -1.34251 -2.26195 4.30408  -0.022
C: -3.28396 -1.00887 3.31936  -0.057
C: 1.78886 -1.44805 -2.97463  -0.497
C: 1.88664 -2.12518 1.88278  -0.429
C: -1.38306 -3.41458 2.08423  -0.076
C: 1.22849 2.93144 2.31077  0.000
C: -0.57127 -0.03081 -4.37290  -0.073
C: 1.93354 -2.73677 0.50839  -0.170
C: -1.54908 -2.71817 -0.24788  -0.178
C: -1.89471 0.07765 5.03326  -0.138
C: -1.85304 -0.89387 3.87739  -0.440
C: 1.68738 0.81249 -3.63003  -0.194
C: -0.60122 3.80757 -2.09866  -0.305
C: 2.71910 1.76954 -3.74050  -0.212
C: -2.41284 -2.00084 -2.33489  -0.121
C: 2.26358 -3.73630 -2.01275  -0.025
C: 0.55819 -0.44409 3.22028  -0.171
C: 3.94690 1.62800 -2.88558  -0.047
C: 2.72214 -0.03519 4.46924  -0.070
C: 1.49683 2.95051 -5.46218  -0.132
C: 2.43860 -4.57798 -0.92225  -0.071
H: 2.65319 0.74840 -0.01268  0.063
H: -2.79439 -0.50985 0.61715  0.067
H: -3.59387 -0.03567 2.92387  0.077
H: -4.04787 2.17403 -3.03847  0.005
H: 2.75612 0.57793 1.74874  0.068
H: 0.42027 3.64377 2.14915  0.080
H: 2.69749 -5.62029 -1.07469  0.093
H: -1.21257 0.71273 2.60574  0.130
H: 2.45656 -4.67240 1.24217  0.111
H: -1.48096 0.37279 -4.82588  0.071
H: -3.97602 -1.28207 4.12211  0.070
H: -0.39955 2.09839 -5.98841  0.096
H: -1.14632 4.72098 -2.34589  0.017
H: 3.69578 1.68941 -1.82787  0.057
H: 3.29208 -0.07276 3.54304  0.043
H: 4.67452 2.40832 -3.12048  0.065
H: -2.32465 -3.50823 -0.26453  0.113
H: -2.08781 2.86789 0.66605  0.008
H: -2.77610 -1.15190 -2.91591  0.070
H: -2.94300 4.10519 -0.30457  0.017
H: 3.07858 0.80235 5.07726  0.059
H: 4.41203 0.65155 -3.03428  0.082
H: -1.77179 -4.37075 1.72082  0.095
H: 0.96595 2.29393 3.16785  0.070
H: 2.36282 -4.06988 -3.03605  0.101
H: -3.52249 -0.11096 -0.95193  0.055
H: 1.14186 1.46063 5.92600  0.049
H: -0.77998 -0.24916 -3.32799  0.027
H: -2.88092 0.26588 5.45545  0.061
H: -0.68260 -3.11490 -0.79186  0.113
H: 2.15810 3.44842 2.55533  0.079
H: -0.80028 -4.24691 4.00741  0.085
H: 3.52296 1.97073 0.98383  0.088
H: -3.52910 3.87393 -2.94434  0.010
H: -0.01677 3.95596 -1.19135  0.010
H: -3.66716 2.49910 -0.04111  0.012
H: -3.96625 -1.63122 -0.13206  0.093
H: -0.30640 -0.97572 -4.84963  0.077
H: 0.07559 3.54434 -2.91285  0.001
H: -1.10388 -2.35635 5.35937  0.104
H: -3.36084 -1.75317 2.52763  0.057
H: 1.41915 3.77633 -6.15991  0.082
H: 3.42079 3.53824 -4.71110  0.093
H: -2.76413 2.76430 -4.10615  0.002
H: -3.21335 -2.76478 -2.30397  0.082
H: -1.15092 1.47099 6.36163  0.072
H: 2.95367 -0.96324 4.99561  0.072
H: -1.55162 -2.43134 -2.84966  0.087

Summary:
orbital gap = 3.2725 eV
HOMO energy = 0.43 eV
lowest unoccupied orbital energy = 3.702 eV
strongest force on any atom = 0.43 eV Å⁻¹
net charge = -2

---

Summary of electronic energy in eV
-229540.5759 -117541.9357
(order as listed above)
Summary of relative energy (zero: lowest compared OMol25 entry of this formula, charge and spin) in kcal/mol
17.9 90.8
(order as listed above)